{"formula": "C19H17N3O4", "method": "the ωB97M-V functional and the def2-TZVPD basis", "mol_weight_g_mol": 351.36, "e_homo_ev": -8.4, "gap_ev": 8.4733, "total_charge": 0, "de_lowest_ev": 6.316, "smiles": "Cc1cc(-c2ccc3c(c2)OCO3)n(Cc2ccc(C(=O)NO)cc2)n1", "species": ["O", "O", "O", "O", "N", "N", "N", "C", "C", "C", "C", "C", "C", "C", "C", "C", "C", "C", "C", "C", "C", "C", "C", "C", "C", "C", "H", "H", "H", "H", "H", "H", "H", "H", "H", "H", "H", "H", "H", "H", "H", "H", "H"], "xyz": [[-4.78881, 1.51576, -2.08925], [-0.61298, -2.16398, 3.44031], [0.48951, -0.77006, 4.87737], [-5.77401, -0.09730, -0.44795], [2.28040, 0.43723, -1.26078], [-4.57587, 0.68002, -0.11542], [2.64118, 0.06352, -2.48405], [0.61902, -1.40612, 1.34479], [-0.50095, 1.82119, -2.18194], [0.16512, 1.67259, -0.94224], [-0.52107, 1.62377, 0.24815], [2.38040, 0.18513, 1.76182], [-2.58235, 1.56464, -1.06228], [0.31151, -1.47086, 2.71625], [2.48436, -1.26491, -2.50972], [1.63859, 1.72178, -0.99833], [1.89116, -0.66260, -0.55295], [0.96789, -0.66630, 3.57826], [-0.29709, -1.87876, 4.83983], [2.60902, -1.72900, -3.94887], [1.89769, -1.82047, -1.31382], [-1.88921, 1.34078, 0.16889], [-1.87475, 1.85830, -2.27242], [1.65775, -0.65669, 0.90994], [-4.03819, 1.43168, -1.07338], [1.96581, 0.21625, 3.09251], [3.47928, -2.40379, -4.08400], [3.17162, 0.81223, 1.38843], [2.71463, -0.92017, -4.65385], [0.27918, -2.72230, 5.27923], [-6.21572, 0.29354, -1.23659], [-0.07860, -1.93243, 0.72029], [2.55338, 0.89829, 3.74249], [-3.98639, 0.35535, 0.64748], [0.01727, 1.59646, 1.22108], [-2.37371, 0.90541, 1.03983], [0.16382, 1.91826, -3.02046], [1.62225, -2.30417, -4.02688], [-2.31602, 1.91311, -3.22842], [2.01065, 2.16612, -0.08775], [-1.09345, -1.69413, 5.50946], [1.88426, 2.39814, -1.87056], [1.62341, -2.82556, -1.06448]], "mulliken_charge": [-0.7643, -0.5078, -0.4775, -0.4268, 1.0112, -0.0663, -1.1457, -0.8872, -0.4114, 0.8169, -0.4915, -0.6337, 1.0968, 0.3571, 0.3620, -1.8101, -0.1381, 1.0416, -0.2267, -1.0427, -0.7269, -0.6927, -1.1971, 0.6697, 0.7626, -0.8817, 0.2412, 0.6924, 0.3336, 0.2416, 0.3544, 0.4939, 0.3293, 0.1793, 0.4112, 0.1823, 0.4597, 0.2673, 0.4345, 0.4159, 0.2523, 0.6058, 0.5157]}

---

{"formula": "C19H17N5O6W", "method": "the ωB97M-V functional and the def2-TZVPD basis", "mol_weight_g_mol": 595.21, "e_homo_ev": [-7.0, -7.0], "gap_ev": [6.3777, 6.3901], "total_charge": 0, "de_lowest_ev": 1.067, "species": ["W", "O", "O", "O", "O", "O", "O", "N", "N", "N", "N", "N", "C", "C", "C", "C", "C", "C", "C", "C", "C", "C", "C", "C", "C", "C", "C", "C", "C", "C", "C", "H", "H", "H", "H", "H", "H", "H", "H", "H", "H", "H", "H", "H", "H", "H", "H", "H"], "xyz": [[-0.34064, -0.13891, -0.13350], [0.09789, -1.97558, 2.90684], [-0.67032, -0.12922, 1.88408], [3.63661, 1.08852, 0.79733], [-0.17590, 0.24984, -2.15175], [-1.89045, -1.29916, -0.37765], [-1.12233, 1.44375, -3.80488], [0.76040, 2.32392, -0.76136], [1.49456, 0.30436, 0.68896], [-1.86335, 1.38234, -0.34608], [1.08333, -4.14845, -0.80863], [0.65903, -2.01922, -0.54470], [-2.68810, 1.87176, 0.58377], [-1.22372, -3.57622, -0.11060], [2.17338, 1.98000, -0.88237], [-3.94112, 3.00785, -1.10448], [-1.60034, -4.88738, 0.19612], [0.14154, -3.24174, -0.46096], [2.24725, -3.48045, -1.10573], [-3.52798, -2.89928, 0.14114], [-3.08768, 2.48629, -2.06444], [0.29466, -0.93921, 2.31660], [-2.19569, -2.56872, -0.11716], [-3.88075, -4.20146, 0.42637], [1.68174, -0.42934, 1.92800], [-3.73612, 2.70316, 0.23630], [-1.05537, 1.08790, -2.64903], [1.96654, -2.16297, -0.97159], [2.53359, 1.06840, 0.27485], [-2.91424, -5.20475, 0.46392], [-2.04468, 1.68213, -1.64490], [2.86296, 2.82667, -0.87146], [2.07488, 0.22511, 2.71240], [0.93462, -5.14005, -0.87245], [2.36741, -1.27465, 1.82553], [-4.91470, -4.44124, 0.63457], [-4.26124, -2.10523, 0.12193], [0.43096, 2.79128, -1.59967], [-3.19818, 2.68066, -3.12050], [-0.85063, -5.66680, 0.25068], [3.14495, -3.99075, -1.39808], [-4.76604, 3.64254, -1.39714], [-3.18840, -6.22084, 0.70932], [-4.38749, 3.09141, 1.00505], [2.30374, 1.43390, -1.82110], [2.60755, -1.31301, -1.11883], [-2.48477, 1.56528, 1.60287], [0.61514, 2.95416, 0.02290]], "mulliken_charge": [2.1706, -0.6630, -0.6873, -0.7000, -0.7356, -0.5724, -0.6769, -0.4946, -0.2869, 0.1336, -0.0566, 0.1551, -0.3873, 0.8389, -0.4598, -0.2701, -0.9223, 0.5929, -0.8803, -0.8000, -0.7111, 0.6070, 0.2874, -0.4951, -0.6670, -0.7561, 0.0766, -0.4566, 0.2815, -0.8838, 0.8988, 0.3877, 0.5629, 0.1819, 0.2759, 0.4024, 0.4655, 0.2419, 0.5568, 0.3690, 0.4349, 0.4297, 0.3955, 0.4451, 0.2544, 0.3956, 0.5047, 0.2164]}

---

{"formula": "C19H18AsClMgN2O8S3Sb", "method": "the ωB97M-V functional and the def2-TZVPD basis", "mol_weight_g_mol": 755.00, "multiplicity": 2, "e_homo_ev": [-1.8, -2.2], "gap_ev": [5.9388, 5.7555], "total_charge": -2, "de_lowest_ev": 0.511, "species": ["Sb", "As", "Cl", "S", "S", "S", "Mg", "O", "O", "O", "O", "O", "O", "O", "O", "N", "N", "C", "C", "C", "C", "C", "C", "C", "C", "C", "C", "C", "C", "C", "C", "C", "C", "C", "C", "C", "H", "H", "H", "H", "H", "H", "H", "H", "H", "H", "H", "H", "H", "H", "H", "H", "H", "H"], "xyz": [[-1.46876, 1.30260, 1.88821], [0.54135, -2.76861, 0.14248], [0.90980, 0.52861, -3.88204], [-3.33945, 0.54061, 2.93081], [-2.59290, 1.56965, -0.88397], [0.45181, 0.76204, 3.04017], [0.03040, 1.12672, -1.17498], [-0.39113, 0.45062, -3.16849], [1.20915, 1.91151, -4.08074], [-1.05801, -0.11686, 0.10438], [-2.38706, -0.05210, -0.47745], [0.59186, 2.94542, -0.68937], [2.36362, 4.16212, -0.02528], [0.81844, -0.18169, -5.11738], [1.87966, -0.06927, -2.98736], [1.78356, 0.71815, -0.02414], [2.56046, 1.91390, -0.08475], [0.60577, -3.80864, 2.87686], [1.49689, -4.48297, -0.06443], [1.80223, 3.11237, -0.28061], [1.71295, -6.80638, -0.71133], [0.94675, -5.65072, -0.59228], [-0.96408, -3.21679, 4.60375], [-2.37294, -2.81468, -2.86064], [-1.08193, -3.18938, -0.85298], [-2.07194, -4.05667, -0.39275], [-1.24416, -2.56564, -2.08776], [-3.34827, -3.68672, -2.40066], [-1.25035, -2.36855, 2.37065], [-0.10991, -3.05370, 1.95723], [-1.67536, -2.44978, 3.69012], [0.17776, -3.89448, 4.19477], [3.60126, -5.65394, 0.21895], [3.04012, -6.81438, -0.30077], [2.83634, -4.49975, 0.32358], [-3.19840, -4.30669, -1.16451], [-2.53215, -1.86710, 3.99421], [-0.50142, -1.85898, -2.44567], [0.74514, -4.48508, 4.90355], [-1.79680, -1.73857, 1.68094], [1.26950, -7.70280, -1.12777], [-3.96741, -4.97340, -0.79334], [-1.97149, -4.52192, 0.58009], [-0.08431, -5.66014, -0.91825], [-2.49232, -2.30258, -3.80630], [-1.28669, -3.26864, 5.63608], [-4.23647, -3.86918, -2.99345], [2.34028, -0.06129, -0.36377], [3.18678, 2.02285, 0.70590], [4.63744, -5.64451, 0.53433], [3.63454, -7.71530, -0.39109], [1.48977, 0.53013, 0.94696], [1.51060, -4.34916, 2.56972], [3.29191, -3.58975, 0.71579]], "mulliken_spin": [0.2286, -0.0013, 0.0031, 0.1494, 0.3051, 0.2554, -0.0290, -0.0022, -0.0006, 0.0759, 0.0143, -0.0007, 0.0001, -0.0002, -0.0001, -0.0007, -0.0003, 0.0024, -0.0002, -0.0016, 0.0000, -0.0002, 0.0072, 0.0026, 0.0002, -0.0006, -0.0004, 0.0000, -0.0093, 0.0071, -0.0185, -0.0019, 0.0000, 0.0000, -0.0003, 0.0001, 0.0083, -0.0018, -0.0002, 0.0088, 0.0000, 0.0000, -0.0005, -0.0001, 0.0000, 0.0001, 0.0000, -0.0002, -0.0001, 0.0000, 0.0000, 0.0022, 0.0000, 0.0000]}

---

no.,F_max (eV Å⁻¹)
1,5.38
2,1.72
3,0.78